(1)
Formula: C22H30BeCaN6O12
Source: the OMol25 dataset
Level of theory: the ωB97M-V functional and the def2-TZVPD basis

```
72
C22H30BeCaN6O12 | the OMol25 dataset | the ωB97M-V functional and the def2-TZVPD basis
Be 3.671 4.208 1.586
Ca -2.641 1.115 5.970
C -0.325 0.913 1.549
O 0.190 1.376 0.554
O 0.298 0.710 2.562
O -1.524 0.820 1.660
C -0.277 7.803 -2.074
O 0.739 7.423 -1.537
N -0.608 9.046 -2.367
N -1.165 6.941 -2.382
H -1.319 9.204 -3.067
H 0.004 9.804 -2.099
H -0.819 5.992 -2.362
H -2.023 7.354 -2.718
C 2.540 0.194 8.949
O 1.364 0.036 8.859
N 3.322 -0.780 9.337
N 3.211 1.132 8.389
H 4.255 -0.733 8.951
H 2.964 -1.686 9.604
H 4.209 1.247 8.284
H 2.597 1.865 8.063
C 5.708 0.008 -3.033
O 5.900 1.005 -2.312
N 4.524 -0.345 -3.342
N 6.650 -0.686 -3.529
H 3.738 0.092 -2.883
H 4.391 -1.234 -3.802
H 7.619 -0.413 -3.447
H 6.392 -1.320 -4.272
C 6.703 -4.306 2.516
C 8.037 -4.681 2.335
C 8.302 -5.659 1.425
C 7.284 -6.175 0.605
C 5.937 -5.886 0.856
C 5.633 -4.946 1.841
O 4.419 -4.678 2.152
O 9.582 -6.107 1.388
H 6.426 -3.535 3.220
H 8.753 -4.239 3.012
H 7.530 -6.918 -0.140
H 5.214 -6.544 0.398
H 4.364 -3.787 2.504
H 10.141 -5.546 1.931
C -1.559 -4.507 -4.015
C -1.336 -5.824 -4.224
C -1.804 -6.408 -5.352
C -2.524 -5.658 -6.299
C -2.589 -4.315 -6.069
C -2.233 -3.779 -4.889
O -2.500 -2.479 -4.677
O -1.821 -7.766 -5.505
H -1.321 -4.099 -3.044
H -1.039 -6.478 -3.418
H -2.904 -6.171 -7.171
H -3.215 -3.737 -6.732
H -2.512 -2.441 -3.718
H -1.197 -8.159 -4.891
C -8.201 5.439 0.777
C -9.140 6.398 1.201
C -10.494 6.136 1.007
C -10.872 5.063 0.160
C -9.858 4.222 -0.396
C -8.539 4.339 -0.018
O -7.574 3.572 -0.549
O -11.512 6.892 1.607
H -7.203 5.789 0.996
H -8.791 7.163 1.879
H -11.916 5.037 -0.115
H -10.060 3.498 -1.171
H -6.795 3.630 0.010
H -12.402 6.557 1.481
```

Summary:
* charge: +2
* E_LUMO: -9.70 eV
* frontier orbital gap: 0.042 Ha
* strongest force on any atom: 0.135 Eh/bohr
* 2S+1: 1

Results of the Mulliken charge analysis, in e, for atoms 1 through 4: atom 1 (Be): 0.28, atom 2 (Ca): 1.47, atom 3 (C): 0.85, atom 4 (O): -0.33

---

(2)
Formula: C22H30BeO2Si
Source: the OMol25 dataset
Level of theory: the ωB97M-V functional and the def2-TZVPD basis

```
56
C22H30BeO2Si | the OMol25 dataset | the ωB97M-V functional and the def2-TZVPD basis
C 2.875 -4.032 0.216
C 1.586 -3.858 -0.359
C 1.685 -2.849 -1.365
H 0.682 -4.405 -0.097
C 3.040 -2.399 -1.408
C 3.772 -3.131 -0.429
H 4.832 -3.031 -0.226
H 3.129 -4.737 0.999
H 0.880 -2.502 -2.008
H 3.433 -1.637 -2.084
Be 0.679 0.415 1.289
C -0.123 -0.440 -0.187
H 0.177 -0.413 -1.258
H -1.052 -1.034 -0.138
H 0.656 -1.083 0.299
Si -0.846 1.292 -0.059
C -2.683 1.089 0.320
C -3.395 0.005 -0.240
H -2.900 -0.702 -0.921
C -4.744 -0.202 0.073
H -5.236 -1.113 -0.289
C -5.449 0.744 0.832
H -6.515 0.590 1.046
C -4.774 1.878 1.304
H -5.324 2.631 1.880
C -3.396 2.043 1.059
H -2.866 2.914 1.451
C -0.852 1.857 -1.901
C -2.097 2.078 -2.502
H -3.003 2.092 -1.897
C -2.233 2.148 -3.894
H -3.230 2.237 -4.332
C -1.102 2.044 -4.710
H -1.205 2.046 -5.805
C 0.164 1.907 -4.119
H 1.054 1.819 -4.754
C 0.295 1.829 -2.716
H 1.288 1.676 -2.277
H 0.094 1.642 1.364
H -0.479 2.698 0.281
C 0.799 -1.948 2.625
O 0.626 -0.466 2.595
C 1.505 0.247 3.653
C 2.547 1.040 2.898
O 2.207 0.949 1.390
C 3.346 0.520 0.581
H 0.596 -2.275 3.654
H 0.085 -2.430 1.938
H 1.839 -2.223 2.361
H 1.944 -0.532 4.291
H 0.811 0.925 4.177
H 2.473 2.103 3.125
H 3.571 0.681 3.075
H 4.152 1.241 0.782
H 3.670 -0.495 0.880
H 3.013 0.557 -0.462
```

Summary:
* charge: 0
* E_LUMO: -0.30 eV
* frontier orbital gap: 0.203 Ha
* strongest force on any atom: 0.088 Eh/bohr
* 2S+1: 1

Results of the Mulliken charge analysis, in e, for atoms 1 through 4: atom 1 (C): -0.69, atom 2 (C): -0.82, atom 3 (C): -0.49, atom 4 (H): 0.54

---

(3)
Formula: C22H30CdIN3O5SSb2
Source: the OMol25 dataset
Level of theory: the ωB97M-V functional and the def2-TZVPD basis

```
65
C22H30CdIN3O5SSb2 | the OMol25 dataset | the ωB97M-V functional and the def2-TZVPD basis
Cd -0.322 0.277 -0.362
C 3.940 1.692 -0.574
Sb 2.530 0.103 -0.247
C 2.514 -0.573 -2.285
C 3.900 -1.394 0.651
C 4.277 -2.423 -0.348
C 5.329 -2.152 -1.227
C 5.678 -3.032 -2.235
C 4.958 -4.207 -2.394
C 3.919 -4.493 -1.526
C 3.570 -3.630 -0.485
C 2.491 -4.044 0.459
Sb 0.583 -2.960 0.314
C -0.468 -4.645 1.178
C 0.201 -3.550 -1.729
H 4.377 2.002 0.373
H 3.405 2.533 -1.011
H 4.721 1.354 -1.252
H 3.398 -1.169 -2.499
H 2.497 0.308 -2.925
H 1.615 -1.153 -2.486
H 3.400 -1.808 1.524
H 4.763 -0.817 0.982
H 5.881 -1.226 -1.105
H 6.504 -2.806 -2.896
H 5.209 -4.904 -3.182
H 3.375 -5.423 -1.635
H 2.812 -3.956 1.498
H 2.218 -5.082 0.271
H -0.222 -5.533 0.599
H -1.547 -4.499 1.169
H -0.142 -4.791 2.206
H -0.364 -4.479 -1.740
H 1.159 -3.701 -2.227
H -0.364 -2.778 -2.249
I -5.566 -3.316 -0.171
C -4.176 -1.864 -0.669
C -4.356 -0.732 -1.440
N -3.169 -0.118 -1.475
N -2.231 -0.775 -0.777
C -2.842 -1.848 -0.279
H -5.236 -0.249 -1.846
H -2.953 0.745 -1.955
H -2.313 -2.567 0.323
O 0.649 2.348 -1.107
C 0.117 2.064 -2.202
O -0.512 0.992 -2.419
H 0.192 2.786 -3.031
N -0.799 1.477 1.664
C -2.072 2.068 1.275
C -2.060 3.177 0.437
C -3.257 3.670 -0.062
C -4.459 3.088 0.299
C -4.477 2.025 1.193
C -3.281 1.512 1.685
S -5.953 3.630 -0.590
O -5.441 4.567 -1.570
O -6.841 4.166 0.414
O -6.422 2.376 -1.185
H -0.903 1.048 2.575
H -0.110 2.219 1.714
H -1.120 3.648 0.178
H -3.298 4.508 -0.744
H -5.432 1.609 1.490
H -3.273 0.681 2.383
```

Summary:
* charge: 0
* E_LUMO: -0.81 eV
* frontier orbital gap: 0.252 Ha
* strongest force on any atom: 0.026 Eh/bohr
* 2S+1: 1

Results of the Mulliken charge analysis, in e, for atoms 1 through 4: atom 1 (Cd): 2.56, atom 2 (C): -1.32, atom 3 (Sb): -0.06, atom 4 (C): -1.20

---

(4)
Formula: C22H30CdIN3O5SSb2
Source: the OMol25 dataset
Level of theory: the ωB97M-V functional and the def2-TZVPD basis

```
65
C22H30CdIN3O5SSb2 | the OMol25 dataset | the ωB97M-V functional and the def2-TZVPD basis
Cd -1.560 -0.459 -0.088
C 1.876 0.185 0.976
Sb 1.488 -0.276 -1.089
C 3.199 -1.589 -1.213
C 2.512 1.523 -1.902
C 2.724 2.596 -0.893
C 3.911 2.609 -0.157
C 4.161 3.567 0.809
C 3.216 4.553 1.053
C 2.041 4.565 0.323
C 1.769 3.600 -0.650
C 0.467 3.656 -1.373
Sb -1.059 2.366 -0.457
C -1.633 3.729 1.099
C -2.577 2.940 -1.862
H 2.929 0.416 1.119
H 1.603 -0.683 1.572
H 1.276 1.037 1.296
H 4.061 -1.096 -0.767
H 3.421 -1.830 -2.253
H 2.991 -2.514 -0.676
H 1.929 1.863 -2.756
H 3.466 1.145 -2.270
H 4.659 1.848 -0.352
H 5.088 3.548 1.365
H 3.405 5.317 1.796
H 1.310 5.346 0.501
H 0.548 3.361 -2.418
H 0.038 4.656 -1.325
H -1.935 4.672 0.646
H -0.799 3.896 1.779
H -2.466 3.284 1.637
H -2.613 4.026 -1.930
H -3.536 2.557 -1.523
H -2.346 2.516 -2.837
I -1.559 -0.114 5.917
C -1.362 -0.921 4.014
C -1.345 -2.264 3.645
N -1.167 -2.373 2.329
N -1.057 -1.119 1.826
C -1.184 -0.232 2.835
H -1.456 -3.144 4.261
H 0.199 -3.963 1.921
H -1.159 0.833 2.667
O -3.617 -0.271 -0.911
C -4.024 0.456 0.043
O -3.284 0.934 0.923
H -5.103 0.680 0.080
N -1.734 -1.603 -2.909
C -1.454 -2.693 -2.079
C -0.205 -3.319 -2.145
C 0.113 -4.327 -1.260
C -0.806 -4.698 -0.295
C -2.056 -4.107 -0.222
C -2.398 -3.120 -1.136
S -0.267 -5.793 0.981
O 0.700 -4.810 1.745
O 0.561 -6.820 0.436
O -1.386 -6.136 1.802
H -2.718 -1.419 -3.042
H -1.214 -1.581 -3.771
H 0.499 -3.024 -2.914
H 1.073 -4.826 -1.294
H -2.759 -4.451 0.524
H -3.396 -2.703 -1.152
```

Summary:
* charge: 0
* E_LUMO: -0.22 eV
* frontier orbital gap: 0.296 Ha
* strongest force on any atom: 0.022 Eh/bohr
* 2S+1: 1

Results of the Mulliken charge analysis, in e, for atoms 1 through 4: atom 1 (Cd): 2.30, atom 2 (C): -1.27, atom 3 (Sb): 0.27, atom 4 (C): -1.43